C33H84F6FeN8O15 | the ωB97M-V functional and the def2-TZVPD basis

Cartesian coordinates (Å):
Fe -2.501 4.192 1.026
C -1.101 3.694 3.852
O -2.173 2.742 3.755
O -1.117 4.213 2.545
C -1.103 4.516 5.137
F -2.232 5.278 5.115
F -1.098 3.807 6.277
F -0.204 5.436 5.330
C -2.013 1.400 4.279
C -3.272 0.558 4.159
H -3.060 -0.506 4.257
H -3.930 0.791 4.996
H -3.827 0.676 3.228
H -1.718 1.596 5.310
H -1.266 0.771 3.795
H -0.171 3.129 3.921
C -1.749 0.965 0.117
O -0.625 0.889 0.966
O -2.404 2.188 0.471
C -1.528 0.723 -1.377
F -2.670 0.866 -2.069
F -0.632 1.532 -1.931
F -1.062 -0.468 -1.649
C 0.429 -0.106 0.835
C -0.048 -1.449 1.161
H -0.605 -1.568 2.090
H -0.665 -1.830 0.347
H 0.725 -2.216 1.206
H 1.209 0.119 1.561
H 1.046 -0.139 -0.063
H -2.368 0.116 0.405
C -4.138 4.831 -1.633
O -3.657 4.614 -0.459
N -3.603 4.341 -2.737
N -5.298 5.357 -1.953
H -2.849 3.677 -2.637
H -3.918 4.585 -3.665
H -5.547 5.553 -2.912
H -5.812 5.858 -1.242
C -0.224 4.618 -1.258
O -0.969 4.577 -0.269
N 1.005 4.247 -1.255
N -0.527 5.184 -2.343
H 1.636 4.273 -2.043
H 1.395 3.825 -0.425
H 0.220 5.011 -3.001
H -1.414 5.648 -2.477
C 2.904 -3.720 -1.957
O 2.366 -3.843 -3.046
N 3.900 -4.512 -1.665
N 2.610 -2.782 -1.139
H 4.158 -5.175 -2.381
H 4.195 -4.545 -0.699
H 1.833 -2.197 -1.411
H 2.900 -2.899 -0.179
C 0.101 3.164 -5.191
O -0.995 3.608 -5.209
N 1.184 3.540 -5.852
N 0.323 2.151 -4.480
H 0.984 4.242 -6.551
H 2.098 3.120 -5.940
H 1.240 1.730 -4.521
H -0.367 1.729 -3.875
C 4.494 0.330 1.106
C 5.693 -0.102 1.973
C 6.710 1.021 2.359
O 5.202 -0.840 3.057
H 4.180 -0.524 0.506
H 4.931 1.094 0.464
H 3.637 0.588 1.728
H 6.271 -0.724 1.290
H 6.214 1.989 2.430
H 7.555 1.095 1.674
H 7.157 0.806 3.330
H 4.981 -0.231 3.766
C -3.970 -0.031 -5.528
C -3.431 -1.487 -5.263
C -2.827 -1.752 -3.944
O -4.433 -2.405 -5.492
H -3.380 0.816 -5.177
H -4.956 0.162 -5.107
H -4.040 0.152 -6.601
H -2.652 -1.729 -5.986
H -1.844 -1.308 -3.782
H -2.616 -2.815 -3.824
H -3.457 -1.505 -3.090
H -4.409 -2.857 -6.339
C 4.747 0.339 -3.996
C 3.234 0.012 -3.927
C 2.539 0.488 -2.676
O 2.668 0.568 -5.046
H 4.782 1.428 -3.972
H 5.215 0.051 -4.937
H 5.208 -0.094 -3.108
H 3.156 -1.073 -3.985
H 2.549 1.576 -2.619
H 3.003 0.126 -1.759
H 1.551 0.054 -2.832
H 3.459 0.720 -5.568
C -2.753 -3.962 -0.343
C -1.506 -4.643 -1.071
C -0.517 -5.331 -0.078
O -2.041 -5.512 -2.025
H -2.473 -3.517 0.612
H -3.325 -4.780 0.094
H -3.372 -3.308 -0.958
H -0.985 -3.911 -1.687
H -0.364 -4.648 0.758
H 0.513 -5.607 -0.307
H -1.067 -6.174 0.339
H -1.285 -5.853 -2.510
C -7.299 0.790 -0.449
C -6.121 0.405 0.471
C -5.312 -0.774 0.047
O -5.392 1.601 0.660
H -7.923 -0.086 -0.624
H -6.829 1.080 -1.388
H -7.868 1.539 0.102
H -6.443 0.015 1.437
H -4.564 -1.013 0.803
H -4.794 -0.436 -0.850
H -5.927 -1.640 -0.197
H -4.522 1.355 0.338
C 2.621 1.219 6.897
C 3.011 0.281 5.765
C 1.931 0.136 4.763
O 4.126 0.774 5.069
H 3.320 1.268 7.733
H 1.843 0.767 7.513
H 2.240 2.159 6.501
H 3.439 -0.658 6.117
H 2.304 -0.561 4.013
H 1.759 1.061 4.213
H 1.052 -0.243 5.285
H 4.884 0.960 5.627
C 2.040 -4.794 3.465
C 3.433 -4.503 2.846
C 3.978 -5.773 2.141
O 3.526 -3.301 2.079
H 1.865 -4.061 4.253
H 2.031 -5.848 3.740
H 1.299 -4.762 2.666
H 4.021 -4.260 3.730
H 3.227 -6.197 1.474
H 4.075 -6.604 2.840
H 4.952 -5.586 1.690
H 4.065 -2.731 2.632

As for the net charge: +2. The multiplicity is 7. Its expectation value of S² is 12.023. The gap between HOMO and LUMO (spin up / spin down) is 7.4 / 2.7 eV. The value obtained for the HOMO energy (spin up / spin down) is -0.472 / -0.472 Ha. As for the total energy: -128889.86543 eV.